(1)
# C4H7NO

C4H7NO in the gas phase at a distorted geometry (the ωB97M-V functional and the def2-TZVPD basis, the Open Molecules 2025 dataset).

Structure (XYZ):
```
13
Properties=species:S:1:pos:R:3:forces:R:3
O 2.659 -0.864 -0.223 0.2 -0.1 -0.1
N -0.810 -2.126 0.117 0.0 -1.1 0.3
C -0.923 -1.055 -0.517 -0.2 0.7 -0.1
C -0.633 0.338 -0.019 0.2 -0.2 0.0
C 1.767 -0.273 0.312 -0.1 0.3 0.1
C 0.822 0.681 -0.367 -0.1 0.0 -0.2
H -0.770 0.383 1.064 -0.1 0.0 0.0
H -1.302 1.057 -0.492 0.0 0.0 0.1
H 1.054 1.685 -0.006 0.0 0.1 0.0
H 1.580 -0.373 1.401 0.1 -0.1 0.1
H -1.221 -1.136 -1.560 0.0 0.0 -0.2
H -0.521 -2.029 1.092 0.0 0.3 -0.1
H 0.984 0.647 -1.445 0.1 0.0 0.0
```
Positions in Å, forces in eV/Å.

Computed properties:
- SMILES: [H]/N=C\CCC=O
- HOMO-LUMO gap: 10.7317 eV
- HOMO energy: -9.86 eV
- Lowest unoccupied orbital energy: 0.9 eV
- Net charge: 0

Mulliken atomic charge list, values in e, 8 entries:
1 O -0.4628
2 N -0.5847
3 C -0.0466
4 C -0.7286
5 C -0.0455
6 C -0.3854
7 H 0.3482
8 H 0.2828

---

(2)
# C32H41N6O3SSi2Ta

A molecular structure, C32H41N6O3SSi2Ta (the ωB97M-V functional and the def2-TZVPD basis, the Open Molecules 2025 dataset).

Structure (XYZ):
```
86
Properties=species:S:1:pos:R:3:forces:R:3
Ta -0.403 -0.023 -0.102 0.0 0.0 0.0
S 0.332 -1.104 -3.331 0.0 0.0 0.0
Si 1.133 -3.246 0.621 0.0 0.0 0.0
Si 3.056 -1.407 -0.879 0.0 0.0 0.0
O -1.429 -1.627 0.921 0.0 0.0 0.0
O 0.937 -0.126 -4.209 0.0 0.0 0.0
O -1.684 1.024 1.020 0.0 0.0 0.0
N 0.508 -0.172 1.960 0.0 0.0 0.0
N 0.862 1.787 0.294 0.0 0.0 0.0
N 1.420 3.728 1.118 0.0 0.0 0.0
N -1.057 1.730 -1.594 0.0 0.0 0.0
N -2.499 -0.714 -1.098 0.0 0.0 0.0
N 0.144 -0.718 -1.904 0.0 0.0 0.0
C 3.321 0.072 -2.033 0.0 0.0 0.0
C 2.408 -0.381 3.891 0.0 0.0 0.0
C 0.135 -4.011 -0.761 0.0 0.0 0.0
C -0.152 2.252 -2.436 0.0 0.0 0.0
C -3.570 3.992 1.900 0.0 0.0 0.0
C 1.504 -1.364 0.294 0.0 0.0 0.0
C -3.248 2.664 1.694 0.0 0.0 0.0
C 4.639 -1.468 0.126 0.0 0.0 0.0
C -0.434 3.301 -3.288 0.0 0.0 0.0
C 2.639 -0.935 2.646 0.0 0.0 0.0
C 2.691 -4.208 1.021 0.0 0.0 0.0
C 0.159 -3.510 2.250 0.0 0.0 0.0
C 2.598 3.088 0.824 0.0 0.0 0.0
C -4.100 -0.870 -2.868 0.0 0.0 0.0
C -2.857 -1.641 1.068 0.0 0.0 0.0
C -2.867 -0.503 -2.372 0.0 0.0 0.0
C 3.071 -2.861 -2.074 0.0 0.0 0.0
C 0.385 2.929 0.807 0.0 0.0 0.0
C -2.623 4.991 1.686 0.0 0.0 0.0
C 1.212 0.287 4.162 0.0 0.0 0.0
C -0.994 3.300 1.105 0.0 0.0 0.0
C -2.648 3.321 -2.409 0.0 0.0 0.0
C -2.287 2.268 -1.594 0.0 0.0 0.0
C -4.632 -1.733 -0.713 0.0 0.0 0.0
C -5.010 -1.485 -2.020 0.0 0.0 0.0
C 2.244 1.885 0.325 0.0 0.0 0.0
C 1.647 -0.824 1.670 0.0 0.0 0.0
C -1.346 4.640 1.298 0.0 0.0 0.0
C -1.967 2.310 1.275 0.0 0.0 0.0
C -3.371 -1.342 -0.300 0.0 0.0 0.0
C -1.705 3.852 -3.275 0.0 0.0 0.0
C 0.278 0.382 3.158 0.0 0.0 0.0
H -0.666 0.895 3.285 0.0 0.0 0.0
H 5.463 -1.508 -0.592 0.0 0.0 0.0
H 3.159 -0.470 4.665 0.0 0.0 0.0
H -3.152 -0.880 1.793 0.0 0.0 0.0
H -3.655 3.711 -2.358 0.0 0.0 0.0
H 3.488 -4.204 0.284 0.0 0.0 0.0
H 4.130 0.710 -1.672 0.0 0.0 0.0
H -2.151 -0.010 -3.010 0.0 0.0 0.0
H 2.880 1.094 -0.014 0.0 0.0 0.0
H -2.883 6.030 1.825 0.0 0.0 0.0
H -0.060 -5.060 -0.524 0.0 0.0 0.0
H -3.167 -2.629 1.406 0.0 0.0 0.0
H 2.929 -3.854 -1.658 0.0 0.0 0.0
H 4.742 -2.331 0.782 0.0 0.0 0.0
H 0.646 -3.982 -1.722 0.0 0.0 0.0
H -3.983 1.882 1.840 0.0 0.0 0.0
H 0.122 -2.669 2.957 0.0 0.0 0.0
H -0.829 -3.511 -0.878 0.0 0.0 0.0
H 3.644 -0.321 -2.999 0.0 0.0 0.0
H 2.386 -5.249 1.168 0.0 0.0 0.0
H 3.561 3.537 0.992 0.0 0.0 0.0
H 0.830 1.806 -2.433 0.0 0.0 0.0
H 3.106 -3.870 1.974 0.0 0.0 0.0
H -0.976 -2.031 1.684 0.0 0.0 0.0
H 4.786 -0.562 0.720 0.0 0.0 0.0
H 3.559 -1.457 2.436 0.0 0.0 0.0
H 0.336 3.665 -3.953 0.0 0.0 0.0
H -4.335 -0.677 -3.905 0.0 0.0 0.0
H -5.290 -2.244 -0.024 0.0 0.0 0.0
H -5.986 -1.784 -2.377 0.0 0.0 0.0
H 1.017 0.719 5.133 0.0 0.0 0.0
H -0.852 -3.900 2.095 0.0 0.0 0.0
H -1.958 4.676 -3.929 0.0 0.0 0.0
H 4.070 -2.842 -2.519 0.0 0.0 0.0
H 1.334 4.625 1.567 0.0 0.0 0.0
H -3.007 1.830 -0.919 0.0 0.0 0.0
H 2.373 -2.749 -2.905 0.0 0.0 0.0
H 0.682 -4.294 2.801 0.0 0.0 0.0
H -4.569 4.256 2.219 0.0 0.0 0.0
H 2.457 0.700 -2.229 0.0 0.0 0.0
H -0.620 5.425 1.120 0.0 0.0 0.0
```
Positions in Å, forces in eV/Å.

Computed properties:
- HOMO-LUMO gap: 7.7857 eV
- HOMO energy: -13.56 eV
- Lowest unoccupied orbital energy: -5.8 eV
- Net charge: +2

Mulliken atomic charge list, values in e, 8 entries:
1 Ta 4.5693
2 S 0.1746
3 Si 0.9133
4 Si 0.6415
5 O -0.7865
6 O -0.4893
7 O 0.1675
8 N 0.8928

---

(3)
# C25H25N5O3STi

A molecular structure, C25H25N5O3STi at a distorted geometry (the ωB97M-V functional and the def2-TZVPD basis, the Open Molecules 2025 dataset).

Structure (XYZ):
```
60
Properties=species:S:1:pos:R:3:forces:R:3
Ti -0.385 -0.686 0.579 -1.1 0.7 0.4
S -0.374 -2.817 -2.054 0.1 -0.3 0.5
O -1.713 -2.310 -2.219 -0.2 0.1 0.0
O 0.168 1.053 0.465 0.4 0.4 0.1
O -0.130 -4.204 -2.304 0.0 0.0 -0.1
N -2.501 -0.549 -0.068 -0.1 0.2 0.0
N 0.045 -2.412 -0.515 0.8 0.2 -0.4
N 1.549 -1.446 0.850 0.6 -0.4 -0.1
N 2.369 -2.908 -0.842 0.0 0.1 0.1
N 3.220 0.429 -5.464 0.0 0.0 0.0
C 0.769 2.067 1.099 -0.1 -0.4 -0.4
C 2.788 -1.178 1.244 0.1 0.1 0.2
C -3.188 3.458 0.979 0.0 0.0 0.0
C 1.534 0.286 -3.743 0.0 0.0 0.0
C 1.211 3.204 0.259 0.0 0.2 0.0
C -1.063 -1.659 3.517 0.1 0.0 0.0
C 1.384 -2.296 -0.188 -0.3 -0.7 -0.4
C 0.893 2.011 2.576 0.0 0.1 0.2
C -1.347 -0.782 2.465 -0.3 0.1 0.3
C -2.935 2.508 1.959 0.0 0.0 0.0
C 2.338 -1.723 -4.803 0.0 0.0 0.0
C -2.795 0.813 0.292 -0.1 -0.3 0.0
C -3.051 1.748 -0.694 0.0 0.1 0.0
C 2.359 -0.332 -4.689 0.0 0.1 0.0
C -1.731 -1.616 4.736 0.0 0.0 0.0
C -2.368 0.168 2.703 -0.1 0.0 -0.1
C -3.242 3.079 -0.353 0.0 0.0 0.0
C 3.595 -2.631 -0.419 0.2 0.0 0.0
C -2.720 -0.666 4.942 0.0 0.0 0.0
C 3.876 -1.766 0.633 -0.1 -0.1 -0.1
C 1.515 -2.483 -3.991 0.1 0.0 0.0
C 0.698 -1.860 -3.060 0.0 0.1 -0.2
C -3.037 0.223 3.925 0.0 0.0 0.0
C 0.704 -0.475 -2.945 0.0 0.0 0.0
C -2.726 1.168 1.645 0.1 0.0 0.1
H 3.552 0.004 -6.313 0.0 0.0 0.0
H -0.286 -2.409 3.391 0.0 0.0 0.0
H -2.662 -0.775 -1.045 0.0 0.0 0.0
H 1.543 1.364 -3.640 0.0 0.0 0.0
H 4.885 -1.560 0.953 0.0 0.0 0.0
H 0.060 0.031 -2.233 0.0 0.0 0.0
H -3.098 1.431 -1.730 0.0 0.0 0.0
H -3.025 -1.196 0.516 0.0 -0.1 0.0
H -3.251 -0.622 5.884 0.0 0.0 0.0
H 1.635 4.000 0.872 0.0 0.0 0.0
H 0.379 3.633 -0.313 0.0 0.0 0.0
H 1.784 2.552 2.907 0.0 0.0 0.0
H -3.824 0.953 4.078 0.0 0.0 0.0
H 0.033 2.460 3.097 0.0 0.0 -0.1
H -2.867 2.811 2.997 0.0 0.0 0.0
H 2.892 -0.474 2.062 0.0 0.0 0.0
H 4.402 -3.122 -0.954 0.0 0.0 0.0
H 1.971 2.904 -0.475 0.0 0.0 0.0
H -3.435 3.811 -1.126 0.0 0.0 0.0
H -1.481 -2.319 5.520 0.0 0.0 0.0
H -3.332 4.494 1.256 0.0 0.0 0.0
H 2.980 1.400 -5.570 0.0 0.0 0.0
H 1.511 -3.562 -4.061 0.0 0.0 0.0
H 2.979 -2.208 -5.528 0.0 0.0 0.0
H 0.947 0.983 2.943 0.0 0.0 -0.1
```
Positions in Å, forces in eV/Å.

Computed properties:
- Spin multiplicity: 3
- HOMO-LUMO gap (spin up / spin down): 6.0314 / 8.2307 eV
- HOMO energy (spin up / spin down): -5.97 / -8.23 eV
- Lowest unoccupied orbital energy (spin up / spin down): 0.1 / 0.0 eV
- Net charge: 0

Mulliken atomic charge list, values in e, 8 entries:
1 Ti -0.3823
2 S 1.3069
3 O -0.7663
4 O -0.2044
5 O -0.7632
6 N -0.2880
7 N -0.4316
8 N 0.1878

---

(4)
# CH2NO2PS2

A molecular structure, CH2NO2PS2 at a distorted geometry (the ωB97M-V functional and the def2-TZVPD basis, the Open Molecules 2025 dataset).

Structure (XYZ):
```
9
Properties=species:S:1:pos:R:3:forces:R:3
S -1.932 0.924 0.654 -0.7 0.3 0.3
S -0.536 -2.137 -0.860 -0.2 0.0 0.2
P 0.033 -0.997 0.551 1.5 -1.0 -2.4
O -0.111 -1.054 1.983 -0.2 0.1 1.5
O -0.654 1.381 -1.704 -1.5 -0.2 1.8
N 1.213 0.043 0.058 -0.1 -0.5 0.1
C -1.251 1.201 -0.714 1.5 0.8 -2.6
H 1.430 0.651 0.824 0.9 0.5 -0.1
H 1.808 -0.011 -0.793 -1.1 0.1 1.2
```
Positions in Å, forces in eV/Å.

Computed properties:
- HOMO-LUMO gap: 9.8394 eV
- HOMO energy: -9.68 eV
- Lowest unoccupied orbital energy: 0.2 eV
- Net charge: 0

Mulliken atomic charge list, values in e, 8 entries:
1 S -0.2637
2 S -0.3016
3 P 0.6612
4 O -0.5782
5 O -0.3393
6 N -0.4344
7 C 0.7403
8 H 0.2666

---

(5)
# C6H7I

2 unconnected molecules or ions with the total composition C6H7I at a distorted geometry (the ωB97M-V functional and the def2-TZVPD basis, the Open Molecules 2025 dataset).

Structure (XYZ):
```
14
Properties=species:S:1:pos:R:3:forces:R:3
I -4.363 0.346 0.066 1.0 -0.8 -0.5
C 1.814 1.325 -0.320 2.3 -1.9 -1.2
C -2.967 -1.116 -0.502 0.6 2.7 0.8
C -3.004 -2.399 -0.569 -0.3 -2.9 -0.1
C 0.458 0.841 -0.388 -2.9 -1.2 -0.9
C -0.563 0.169 -0.589 -0.4 0.0 0.5
C 2.437 0.981 1.062 0.0 0.7 0.4
H 2.089 2.364 -0.582 -0.9 -0.3 0.2
H -4.001 -3.025 -0.374 2.2 1.7 -0.5
H 2.350 0.687 -1.170 -0.7 1.3 1.7
H 3.461 1.383 1.012 -0.2 -0.1 0.4
H 1.844 1.576 1.849 1.0 -1.2 -0.9
H -2.085 -3.008 -0.793 -1.0 0.8 0.2
H 2.531 -0.125 1.297 -0.6 1.4 -0.3
```
Positions in Å, forces in eV/Å.

Computed properties:
- HOMO-LUMO gap (spin up / spin down): 6.4186 / 6.4130 eV
- HOMO energy (spin up / spin down): -8.68 / -8.68 eV
- Lowest unoccupied orbital energy (spin up / spin down): -2.3 / -2.3 eV
- Net charge: 0

Mulliken atomic charge list, values in e, 8 entries:
1 I 0.2285
2 C -0.4059
3 C -0.1137
4 C -0.2442
5 C -0.3917
6 C 0.0061
7 C -0.8905
8 H 0.2961

---

(6)
# C10H17BNOS2

2 unconnected molecules or ions with the total composition C10H17BNOS2 at a distorted geometry (the ωB97M-V functional and the def2-TZVPD basis, the Open Molecules 2025 dataset).

Structure (XYZ):
```
32
Properties=species:S:1:pos:R:3:forces:R:3
S -0.312 -2.751 -0.051 0.3 0.3 1.4
S -3.276 -2.762 -0.044 -0.3 0.4 1.5
O 3.463 4.048 -0.207 -0.6 -0.7 0.1
N -0.400 2.532 -0.038 1.2 -0.1 0.0
C 0.662 1.687 0.028 -0.2 0.7 -0.1
C 4.620 3.180 -0.137 -0.2 0.4 0.0
C -0.161 3.872 -0.159 0.2 -0.6 0.0
C -1.796 -2.090 0.386 -0.1 -1.0 -0.7
C 2.224 3.508 -0.148 0.1 -0.2 0.0
C -3.060 -4.556 0.209 0.0 -0.4 -0.7
C 1.119 4.380 -0.217 0.4 -0.3 0.0
C -1.790 -5.151 -0.383 0.0 0.3 -0.1
C 1.969 2.130 -0.022 0.3 0.3 0.0
C -0.523 -4.548 0.205 0.1 -0.4 -0.6
B -1.856 1.948 0.024 -1.0 -0.5 0.1
H -3.942 -4.967 -0.304 0.2 0.0 0.3
H -1.031 4.534 -0.211 0.3 -0.5 0.0
H -1.791 -1.110 0.864 -0.1 0.4 -0.9
H -2.425 2.376 1.008 0.2 0.1 -0.1
H 4.664 2.476 -0.977 -0.2 0.2 0.1
H 4.680 2.642 0.817 -0.2 0.2 -0.2
H -0.436 -4.732 1.282 0.1 0.2 -0.2
H -2.448 2.214 -1.003 0.2 0.1 0.1
H -1.791 -4.993 -1.466 0.0 -0.2 0.1
H 0.361 -4.953 -0.308 -0.2 0.0 0.3
H 1.309 5.441 -0.314 -0.2 -0.1 0.0
H -1.792 0.704 0.115 0.3 0.4 0.0
H -1.787 -6.230 -0.186 0.0 0.2 -0.1
H 0.460 0.614 0.124 -0.2 0.7 -0.1
H 5.444 3.888 -0.210 0.1 -0.2 0.0
H 2.788 1.415 0.036 -0.3 0.2 0.0
H -3.147 -4.744 1.286 -0.1 0.2 -0.2
```
Positions in Å, forces in eV/Å.

Computed properties:
- HOMO-LUMO gap: 5.6721 eV
- HOMO energy: -11.55 eV
- Lowest unoccupied orbital energy: -5.9 eV
- Net charge: +1

Mulliken atomic charge list, values in e, 8 entries:
1 S 0.0830
2 S 0.0974
3 O -0.4041
4 N -0.1901
5 C -0.1370
6 C -0.7988
7 C -0.1861
8 C -0.0990

---

In order of appearance, DFT total energy = -286.57380, -2832.16603, -2714.87261, -1382.33636, -530.20490, -1342.15462 a.u..